Record 1
Formula: C7H9O2P
Source: the OMol25 dataset
Level of theory: ωB97M-V/def2-TZVPD

Calculated values
HOMO = -8.524 eV
SMILES = CC(=O)/C=C\CC=C=PO
energy relative to the best compared isomer or geometry (same formula, charge and spin) = 3.018 eV
total energy = -20785.7183 eV
frontier orbital gap = 8.7 eV

```
! RIJCOSX wB97M-V def2-TZVPD def2/J DEFGRID3
* xyz 0 1
P -2.967 -0.158 -0.828
O -2.670 -1.504 0.144
O 0.141 -0.889 1.139
C -1.404 1.828 0.731
C 0.316 1.202 -0.930
C 1.873 -2.101 0.066
C 0.921 0.003 -1.003
C 0.881 -0.935 0.209
C -2.211 1.010 0.095
C 0.037 1.816 0.385
H 0.400 2.890 0.302
H 0.616 1.322 1.276
H -1.768 2.677 1.323
H -1.957 -1.283 0.794
H 2.655 -1.843 -0.625
H 0.101 1.925 -1.761
H 2.448 -2.348 0.942
H 1.197 -0.680 -1.848
H 1.391 -2.932 -0.410
*
```

Record 2
Formula: C7H9O2P2S2
Source: the OMol25 dataset
Level of theory: ωB97M-V/def2-TZVPD

Calculated values
HOMO (alpha / beta) = -3.862 / -3.862 eV
energy relative to the best compared isomer or geometry (same formula, charge and spin) = 0.000 eV
total energy = -51750.7276 eV
frontier orbital gap (alpha / beta) = 6.6 / 6.6 eV

```
! RIJCOSX wB97M-V def2-TZVPD def2/J DEFGRID3
* xyz -1 1
S -3.288 1.358 0.733
S 1.682 -2.424 0.394
P -0.279 -3.051 -0.004
P -2.666 -0.294 -0.233
O -1.468 0.172 -1.244
O -3.622 -1.128 -0.974
C 1.418 2.072 -0.273
C 1.460 0.184 1.206
C 1.647 -0.145 -1.170
C 1.366 1.550 1.010
C -1.835 -1.090 1.133
C 1.590 -0.659 0.114
C 1.563 1.224 -1.359
H 1.430 -0.239 2.199
H 1.607 1.630 -2.360
H -0.399 -2.345 -1.199
H 1.745 -0.812 -2.013
H 1.241 2.206 1.860
H -0.953 0.856 -0.816
H -2.479 -1.696 1.749
H 1.345 3.138 -0.426
H -1.103 -0.509 1.673
*
```

Record 3
Formula: C7H9O3S2
Source: the OMol25 dataset
Level of theory: ωB97M-V/def2-TZVPD

Calculated values
HOMO = -3.725 eV
energy relative to the best compared isomer or geometry (same formula, charge and spin) = 0.241 eV
total energy = -35217.2937 eV
frontier orbital gap = 7.0 eV

```
! RIJCOSX wB97M-V def2-TZVPD def2/J DEFGRID3
* xyz -1 1
S -1.063 -0.447 -1.253
S 1.217 0.862 0.554
O 2.645 -1.430 -1.579
O -0.365 -2.672 -3.950
O 0.354 -2.893 -1.736
C 1.705 0.516 -2.687
C -1.279 0.667 1.526
C 0.008 -2.389 -2.862
C 1.661 -0.807 -1.891
C -0.009 -1.503 1.279
C -0.185 -0.029 0.874
C 0.301 -1.361 -1.881
H -0.994 -1.934 0.949
H 0.783 -1.877 0.756
H -0.944 0.988 2.493
H 0.098 -1.468 2.308
H 0.773 0.832 -3.210
H -2.177 0.083 1.570
H 2.142 1.274 -1.940
H -1.570 1.518 0.985
H 2.470 0.371 -3.434
*
```

Record 4
Formula: C7N2O27Zr3
Source: the OMol25 dataset
Level of theory: ωB97M-V/def2-TZVPD

Calculated values
HOMO = 2.807 eV
energy relative to the best compared isomer or geometry (same formula, charge and spin) = 0.000 eV
total energy = -69339.4633 eV
frontier orbital gap = 2.2 eV

```
! RIJCOSX wB97M-V def2-TZVPD def2/J DEFGRID3
* xyz -4 1
Zr 2.410 2.165 2.127
Zr -2.919 -0.281 -0.004
Zr 1.789 -1.495 -1.968
O 3.635 -0.244 4.516
O -0.377 -1.980 -2.382
O 1.170 -0.204 -0.433
O -2.868 0.869 1.855
O -0.810 0.395 0.126
O 2.009 2.006 -4.354
O 3.444 0.397 2.641
O 1.555 -3.900 1.496
O -3.823 -1.639 1.696
O 0.141 1.748 -3.533
O 4.414 4.368 -0.373
O 3.260 3.476 -1.887
O 0.424 -4.325 -0.002
O -2.061 -2.160 0.950
O 1.814 -3.052 -0.526
O 3.118 -1.764 3.141
O -2.109 -2.634 -3.520
O 0.875 1.065 1.252
O -4.238 3.057 -1.979
O -3.256 0.219 3.922
O 2.928 2.759 -0.012
O -3.027 1.423 -1.325
O -2.842 -2.746 2.787
O -1.494 1.211 3.423
O -2.297 2.922 -2.591
O -2.225 -1.353 -1.746
O 1.799 0.302 -3.127
N 3.254 -0.535 3.384
N -2.560 0.839 3.022
C 3.541 3.495 -0.755
C 0.394 0.464 0.301
C 1.419 -3.772 0.340
C 1.244 1.229 -3.710
C -3.163 2.472 -1.845
C -1.559 -2.186 -2.427
C -3.010 -2.609 1.523
*
```

Record 5
Formula: C80H160O40
Source: the OMol25 dataset
Level of theory: ωB97M-V/def2-TZVPD

Calculated values
HOMO = -10.058 eV
energy relative to the best compared isomer or geometry (same formula, charge and spin) = 0.000 eV
total energy = -167458.6762 eV
frontier orbital gap = 10.5 eV

```
! RIJCOSX wB97M-V def2-TZVPD def2/J DEFGRID3
* xyz 0 1
O -3.328 -0.664 -5.380
O 7.068 -1.119 5.047
O -0.519 0.772 -0.833
O 4.214 -2.892 -1.764
O 2.775 -1.473 3.676
O -1.597 5.014 -5.188
O 1.351 -4.210 6.554
O -3.624 -3.802 2.284
O -0.166 -5.252 5.213
O 1.894 -5.528 1.802
O -7.644 -4.608 -1.495
O -5.795 3.771 4.209
O 3.591 4.860 -2.880
O 1.858 5.169 -1.499
O -5.460 -0.002 -0.770
O 0.557 4.983 -5.676
O -1.375 4.968 3.406
O -6.480 -1.098 -8.353
O 6.208 -1.371 -3.511
O -2.717 5.077 -1.270
O 3.386 2.213 0.434
O 4.430 -2.905 4.205
O -5.760 0.979 -8.822
O 5.355 2.920 1.267
O 1.625 3.441 6.425
O -2.348 6.871 3.961
O -1.160 -3.987 -3.943
O 1.113 1.283 6.121
O -1.037 6.281 -2.143
O 6.593 -1.177 7.203
O -7.733 -2.364 -1.952
O -0.251 -0.491 1.074
O -0.016 -2.720 -2.419
O -1.644 0.772 -5.076
O -3.978 3.467 2.790
O 7.027 0.626 -2.803
O 4.971 -1.398 -0.332
O -2.844 -2.203 3.715
O 3.199 -5.465 0.046
O -7.154 0.641 -2.044
C -6.679 -4.228 -0.523
C -0.586 -2.961 3.031
C -3.443 -4.357 -3.988
C -3.729 1.697 -5.696
C 3.495 -1.955 4.508
C 3.320 1.844 5.817
C 5.130 4.192 0.570
C 2.042 3.158 -5.651
C -9.075 -3.864 -3.203
C 4.817 -3.132 2.785
C 7.517 0.892 3.988
C -2.627 5.027 5.491
C -4.909 -1.820 2.641
C 0.667 -0.056 -4.599
C -0.866 -0.237 -4.389
C -3.735 -2.724 2.851
C 0.862 1.019 2.725
C 1.930 2.301 6.188
C -2.382 -3.782 -3.173
C 7.733 -3.054 6.203
C 7.801 -0.052 -1.767
C -2.879 0.482 -5.423
C -3.257 2.882 -2.141
C 1.387 7.132 -0.363
C 0.174 -5.265 8.431
C -0.984 0.329 5.858
C 0.583 3.564 -5.649
C -0.606 5.599 -5.527
C 5.592 -4.429 2.747
C 1.196 -3.711 -4.277
C -0.866 -0.118 -0.055
C -6.138 -0.592 -10.659
C -2.207 -0.816 -0.328
C 3.236 -7.855 0.216
C -0.280 1.545 6.240
C -1.116 5.521 2.117
C 4.350 1.988 1.157
C -8.072 -3.471 -2.188
C 1.349 -3.991 -0.041
C -2.190 3.884 -1.894
C -5.920 0.151 -1.892
C -2.920 1.397 2.284
C -6.069 -0.106 -9.148
C -7.866 0.774 -0.794
C 6.593 0.179 4.950
C -5.291 -0.240 -3.167
C 5.333 -3.731 -1.453
C 3.074 -0.785 -1.632
C -2.737 7.361 -0.842
C -2.123 5.732 4.212
C 6.212 -0.176 -3.538
C 2.127 -5.047 0.721
C -0.404 4.522 1.177
C -0.007 -3.405 -3.432
C 2.628 4.422 -2.289
C 3.980 -6.568 0.514
C 5.308 -4.864 -2.436
C 7.085 -1.714 6.274
C 2.244 6.554 -1.425
C 3.500 -1.653 5.978
C 2.251 -5.536 4.872
C 8.087 0.975 -0.720
C -6.235 -0.866 -6.999
C -6.515 -2.130 -6.320
C -3.703 2.133 3.323
C -0.458 7.099 -5.721
C 2.038 3.068 -2.280
C -1.666 -3.067 4.011
C 5.858 4.251 -0.796
C 1.014 0.099 1.543
C -5.085 4.133 3.262
C -2.058 6.195 -1.519
C -5.304 5.415 2.459
C -9.230 1.387 -1.044
C 4.170 -1.700 -1.182
C 0.395 -4.001 7.608
C 5.177 0.619 -4.390
C 1.004 -5.049 5.553
C 4.561 0.767 1.997
C -6.352 -5.447 0.258
H 1.149 -3.298 -5.261
H 1.993 -0.996 -1.345
H 5.900 5.259 -1.147
H -2.743 2.010 -2.610
H -0.514 2.462 5.573
H -9.937 1.293 -0.242
H 2.163 2.073 -5.591
H -2.618 0.381 2.630
H 5.006 -0.069 1.383
H -9.209 2.457 -1.280
H 4.574 -5.631 -2.224
H -0.811 0.126 4.811
H -3.745 7.176 -0.565
H 8.732 -0.494 -2.256
H 1.748 8.137 -0.144
H -5.814 -3.821 -1.053
H 1.188 3.114 -2.977
H 1.708 1.713 2.839
H 1.865 -3.784 -0.971
H -4.705 -0.755 2.879
H 8.143 -3.232 7.170
H -3.651 5.381 5.700
H -2.308 -1.348 -1.296
H 8.510 0.816 4.371
H -7.296 -5.913 0.571
H 6.305 -5.377 -2.428
H 1.636 2.684 -1.317
H -1.153 -1.245 -4.710
H -4.673 1.662 3.519
H 0.626 4.319 1.455
H 5.410 -2.249 2.485
H 1.439 6.576 0.554
H -7.045 -3.548 0.164
H -6.125 -2.156 -5.331
H -3.580 1.244 1.447
H -5.707 -6.239 -0.146
H -4.390 -4.102 -3.543
H -3.431 2.611 -5.370
H -0.227 -1.954 2.902
H -4.485 6.074 2.886
H 0.976 0.887 -4.071
H 1.393 0.732 0.705
H -9.932 -4.401 -2.734
H -3.390 -5.460 -4.093
H -6.888 -0.105 -6.642
H 4.187 -0.846 6.076
H 5.136 -4.451 -3.424
H 2.623 -7.783 -0.691
H -6.243 5.928 2.746
H 3.941 -3.158 2.119
H 3.910 -8.689 0.178
H 4.041 4.319 0.624
H -1.359 3.539 -1.267
H 8.664 0.523 0.086
H -7.949 -0.265 -0.400
H 0.877 -3.141 8.180
H 3.938 -2.448 6.573
H -3.192 2.254 4.238
H -3.628 2.494 -1.209
H 7.636 0.291 3.071
H -0.277 5.057 0.245
H -5.215 -1.932 1.637
H 5.477 1.637 -4.702
H -2.856 8.125 -1.673
H 3.808 1.389 6.675
H -2.021 5.885 1.582
H -5.036 -1.321 -3.025
H 2.126 -3.312 -3.773
H -9.664 0.877 -1.941
H 0.060 -6.136 7.794
H 3.317 6.605 -1.283
H -0.594 -3.685 7.189
H 1.248 -3.065 0.549
H 2.494 -1.465 6.355
H -8.566 -4.541 -3.884
H 0.075 3.196 -6.505
H -0.455 1.856 7.268
H 4.394 0.899 -3.688
H -2.051 0.499 5.950
H 6.679 -4.320 2.978
H 5.556 0.178 4.697
H 7.262 1.927 3.826
H 6.834 3.797 -0.630
H -3.427 -3.859 -4.988
H -5.492 -1.500 -10.622
H 2.569 3.392 -6.582
H -2.051 1.961 1.953
H 2.518 3.636 -4.762
H 4.200 -6.368 1.562
H -2.540 -1.478 0.470
H 0.910 0.417 3.634
H -1.142 -0.041 -3.354
H -1.152 -3.212 2.127
H -5.985 -0.253 -4.019
H 2.738 2.388 -2.737
H -2.588 3.940 5.370
H 4.754 0.035 -5.196
H 0.351 -4.372 -0.180
H 3.085 -0.740 -2.692
H 7.167 -0.833 -1.408
H -2.194 7.727 0.053
H -0.078 1.646 2.801
H 2.611 -8.154 1.095
H -7.185 -0.863 -10.887
H -7.605 -2.304 -6.462
H 5.537 4.912 1.303
H -4.411 0.221 -3.433
H -7.301 1.282 -0.040
H 2.100 -5.882 3.853
H 2.497 -6.463 5.447
H 1.037 0.031 -5.636
H -0.503 6.408 2.290
H 5.511 -4.772 1.739
H -5.664 0.131 -11.357
H -0.014 3.163 -4.808
H -1.911 5.256 6.279
H -5.233 -0.500 -6.936
H -4.173 3.144 -2.756
H 3.647 0.308 2.414
H -1.047 3.641 1.008
H 1.091 -5.495 9.081
H -9.525 -2.989 -3.679
H 2.097 6.951 -2.454
H 5.351 -4.025 -0.410
H 3.006 -4.729 4.944
H 7.014 -3.833 6.049
H 0.349 7.209 -0.692
H 1.087 -0.984 -4.182
H -3.021 -0.127 -0.420
H -5.786 -5.103 1.129
H 5.267 3.703 -1.526
H 3.372 0.246 -1.296
H 4.843 -6.457 -0.048
H -2.303 -4.259 -2.195
H 3.343 1.127 5.002
H -0.736 7.532 -4.761
H 5.193 1.016 2.877
H 6.125 -3.057 -1.719
H -5.730 -2.129 3.246
H -4.655 1.475 -5.238
H 0.501 7.533 -6.011
H 8.425 -3.088 5.408
H -0.659 -0.571 6.469
H 6.801 0.659 5.914
H 8.795 1.764 -1.048
H 0.208 -3.700 3.105
H -3.883 1.687 -6.768
H 1.393 -4.788 -4.337
H -1.790 4.184 -2.871
H -2.038 -4.093 4.063
H -1.180 7.411 -6.453
H -5.993 -2.898 -6.914
H -5.174 5.358 1.374
H -2.460 -2.732 -3.054
H 1.753 -0.697 1.668
H -0.665 -5.174 9.093
H 3.828 2.727 5.507
H 5.269 -5.251 3.444
H 7.206 1.453 -0.340
H -1.355 -2.739 4.973
*
```

| no. | strongest force on any atom (eV Å⁻¹) |
| --- | --- |
| 1 | 2.91 |
| 2 | 2.44 |
| 3 | 4.76 |
| 4 | 15.18 |
| 5 | 4.31 |